Formula: C4H8N3O2
Source: OMol25
Level of theory: ωB97M-V with the def2-TZVPD basis set

Results
Energy above the lowest of the compared OMol25 structures with the same formula, charge and spin ... 9.267 eV
Molar mass ... 130.1 g mol⁻¹
HOMO-LUMO gap (spin up / spin down) ... 6.946 / 6.653 eV
Total charge ... +1
HOMO energy (spin up / spin down) ... -14.30 / -14.14 eV

```
17
Properties=species:S:1:pos:R:3:forces:R:3
C -0.438756 -1.729886 -0.740262 1.5082 -3.0171 -2.1787
C 0.321860 1.240435 -0.304388 0.1262 0.8689 1.3838
C 1.080774 -0.133227 0.035087 1.4699 2.6682 1.0461
C -1.513594 0.143471 0.855006 5.1489 2.7801 1.9704
N -0.710978 1.282627 0.742528 -0.5916 -1.2407 -1.3141
N 0.239523 -1.182502 0.310849 -1.9023 0.5774 2.2633
N -2.313774 -0.292211 -0.163826 -1.1183 -2.2825 -3.6997
O -3.500575 -0.151886 -0.300088 2.8415 -0.2354 0.3513
O -1.617294 -1.005690 -1.118283 -3.0773 1.2021 -0.5990
H -0.672075 -2.819989 -0.527219 -0.6971 1.3827 -0.1173
H 0.158426 -1.834898 -1.772634 -1.1282 0.7322 1.9670
H 0.908529 2.177933 -0.171186 0.0855 -0.9589 0.0035
H -0.147514 1.399554 -1.242175 -0.2759 -0.7132 -1.2476
H 1.696331 -0.542985 -0.771216 0.3988 0.8164 -0.1537
H 1.724679 0.192540 0.950268 -0.9084 -1.1258 -1.5613
H -1.934000 0.006866 1.787275 -1.1214 -0.3570 1.8041
H -0.482713 1.932483 1.503187 -0.7586 -1.0973 0.0819
```
Forces are in eV/Å.